C2H2FI3O | ωB97M-V with the def2-TZVPD basis set

```
9
Properties=species:S:1:pos:R:3:mulliken_charge:R:1
I 1.9076 -0.7761 1.6369 0.206
I 1.7529 1.7909 -0.9520 0.191
I -1.7375 -1.4302 1.0777 0.177
F 0.5881 -1.4786 -1.0726 -0.509
O -1.0902 0.4288 -1.0066 -0.328
C 0.6826 0.5313 0.4174 -0.886
C -0.4313 -0.1881 -0.1024 0.205
H -1.9552 -0.0175 -1.1522 0.360
H 0.2831 1.1396 1.1537 0.584
```

Values from the calculation:
Max |F| (eV Å⁻¹): 4.40
Energy relative to the best compared isomer or geometry (same formula, charge and spin) (kcal per mole): 43.9
Calculated total energy (eV): -31171.0582